# 1
C14H32LaN6O6S as an isolated structure at a distorted geometry, computed with ωB97M-V/def2-TZVPD.

Properties
**Net charge**: +1
**Electronic energy**: -47945.6022 eV
**Energy relative to the best compared isomer or geometry (same formula, charge and spin)**: 0.00 kcal per mole
**Frontier orbital gap (spin up / spin down)**: 0.1063 / 0.1060 Eh
**Lowest unoccupied orbital energy (spin up / spin down)**: -7.201 / -7.205 eV
**Multiplicity**: 1

Last column: Mulliken charge in e.
Element x y z (Å)
O (0.830, -0.584, -1.597)  -0.67
H (2.452, -0.031, -1.724)  -0.03
La (-1.249, -0.808, -0.644)  1.64
N (-2.206, 0.850, -2.230)  0.33
N (-0.739, 1.951, -0.645)  0.97
N (-0.457, -2.817, 1.124)  0.32
N (0.155, -0.380, 1.625)  0.41
O (-2.398, -0.245, -2.902)  -0.56
O (-0.380, -4.030, 0.683)  -0.72
O (0.824, 0.805, 1.790)  -0.46
O (-0.235, 2.626, 0.351)  -0.71
C (-0.751, 2.594, -1.841)  -0.03
C (-1.567, 1.922, -2.793)  0.48
C (0.037, -2.603, 2.374)  -0.10
C (0.422, -1.249, 2.626)  0.27
C (-1.653, 2.247, -4.234)  -1.33
H (-0.841, 1.741, -4.792)  0.30
H (-1.554, 3.330, -4.406)  0.41
H (-2.620, 1.918, -4.643)  0.38
C (0.062, 3.808, -2.103)  -1.32
H (1.121, 3.547, -2.268)  0.31
H (0.012, 4.469, -1.229)  0.33
H (-0.296, 4.352, -2.984)  0.37
C (0.297, -3.696, 3.348)  -1.18
C (1.191, -0.896, 3.856)  -1.59
H (0.120, -4.641, 2.832)  0.38
H (-0.370, -3.637, 4.222)  0.28
H (1.331, -3.676, 3.721)  0.32
H (1.496, 0.157, 3.876)  0.37
H (2.094, -1.519, 3.942)  0.42
H (0.588, -1.099, 4.753)  0.40
H (-0.627, -3.666, -0.919)  0.40
H (0.383, 1.472, 1.156)  0.34
C (3.561, -0.064, -1.520)  -0.74
H (4.132, -0.330, -2.412)  0.34
H (3.729, -0.800, -0.726)  0.22
H (3.853, 0.931, -1.180)  0.29
O (-0.992, -3.051, -1.645)  -0.54
H (0.914, -1.062, -2.447)  0.14
H (-0.866, -3.475, -2.512)  0.29
C (-1.465, 4.314, 3.340)  -1.11
C (-2.568, 3.315, 3.033)  -0.65
N (-2.052, 2.112, 2.358)  0.67
C (-2.773, 0.966, 2.449)  -0.04
S (-3.488, 0.137, 1.143)  -0.44
N (-3.013, 0.506, 3.701)  -0.10
C (-2.030, 0.704, 4.794)  0.87
C (-2.691, 0.379, 6.127)  -1.40
H (-0.626, 3.837, 3.866)  0.26
H (-1.878, 5.104, 3.984)  0.39
H (-1.097, 4.781, 2.417)  0.30
H (-3.074, 2.999, 3.952)  0.49
H (-3.325, 3.787, 2.382)  0.39
H (-1.585, 2.308, 1.448)  -0.26
H (-3.483, -0.401, 3.705)  0.34
H (-1.143, 0.065, 4.620)  -0.62
H (-1.688, 1.745, 4.765)  0.10
H (-2.889, -0.700, 6.197)  0.35
H (-2.012, 0.670, 6.939)  0.39
H (-3.636, 0.930, 6.237)  0.36

***

# 2
A 3-piece molecular cluster, C14H32N3O overall at a distorted geometry, computed with ωB97M-V/def2-TZVPD.

Properties
**Net charge**: -1
**Electronic energy**: -21551.8621 eV
**Frontier orbital gap**: 0.1823 Eh
**Lowest unoccupied orbital energy**: 2.982 eV
**Multiplicity**: 1

Last column: Mulliken charge in e.
Element x y z (Å)
C (1.143, 3.481, -0.257)  -0.46
N (2.326, 2.941, 0.606)  -0.48
C (2.685, 1.806, 0.131)  0.73
O (2.825, 0.781, -0.557)  -0.59
H (0.455, 2.555, -0.353)  -0.15
H (1.615, 3.551, -1.313)  0.01
C (1.015, -0.413, 3.432)  -1.41
C (1.711, -1.716, 3.806)  -0.33
N (2.054, -2.547, 2.659)  0.11
C (2.457, -3.899, 3.028)  -0.70
C (3.737, -4.061, 3.849)  -0.96
C (2.870, -1.911, 1.627)  -0.67
C (4.225, -1.340, 2.043)  -1.06
H (0.125, -0.600, 2.825)  0.32
H (0.699, 0.111, 4.338)  0.42
H (1.675, 0.261, 2.882)  0.29
H (1.020, -2.275, 4.447)  0.44
H (2.590, -1.485, 4.422)  0.24
H (2.541, -4.509, 2.121)  0.35
H (1.634, -4.352, 3.593)  0.41
H (4.628, -3.910, 3.241)  0.22
H (3.794, -5.081, 4.244)  0.40
H (3.774, -3.380, 4.702)  0.27
H (2.286, -1.100, 1.181)  0.37
H (3.022, -2.613, 0.801)  0.27
H (4.175, -0.776, 2.977)  0.23
H (4.584, -0.655, 1.270)  0.42
H (4.979, -2.122, 2.148)  0.34
C (-0.992, 0.376, -3.122)  -1.38
C (-2.357, 0.522, -2.461)  -0.40
N (-2.800, 1.904, -2.330)  0.18
C (-3.957, 2.057, -1.456)  -0.72
C (-5.272, 1.412, -1.897)  -0.95
C (-2.840, 2.685, -3.558)  -0.78
C (-3.710, 2.167, -4.705)  -0.94
H (-0.234, 0.962, -2.597)  0.29
H (-0.682, -0.672, -3.099)  0.42
H (-1.010, 0.686, -4.170)  0.30
H (-2.276, 0.084, -1.461)  0.45
H (-3.086, -0.090, -3.012)  0.22
H (-4.131, 3.122, -1.273)  0.36
H (-3.693, 1.645, -0.475)  0.39
H (-5.746, 1.973, -2.702)  0.21
H (-5.977, 1.405, -1.060)  0.40
H (-5.142, 0.377, -2.221)  0.27
H (-1.815, 2.787, -3.931)  0.38
H (-3.140, 3.712, -3.324)  0.38
H (-3.594, 1.093, -4.868)  0.24
H (-3.426, 2.668, -5.635)  0.37
H (-4.767, 2.382, -4.540)  0.27

***

# 3
C14H32N6O7Rh as an isolated structure at a distorted geometry, computed with ωB97M-V/def2-TZVPD.

Properties
**Net charge**: +1
**Electronic energy**: -41301.3368 eV
**Frontier orbital gap (spin up / spin down)**: 0.1878 / 0.2288 Eh
**Lowest unoccupied orbital energy (spin up / spin down)**: -4.173 / -5.042 eV
**<S²>**: 6.07
**Multiplicity**: 5

Last column: Mulliken charge in e.
Element x y z (Å)
O (-4.904, 1.234, -0.445)  -0.47
H (-5.819, 1.074, -0.698)  0.44
Rh (-1.054, -0.308, 0.120)  -0.01
N (-1.830, -0.199, 1.894)  1.06
N (-1.227, 1.656, 0.298)  1.19
N (-0.745, -2.184, -0.222)  0.35
N (-0.199, -0.243, -1.708)  0.38
O (-2.193, -1.269, 2.505)  -0.81
O (-0.923, -3.132, 0.771)  -0.45
O (0.129, 0.894, -2.374)  -0.57
O (-0.914, 2.507, -0.610)  -0.88
C (-1.612, 2.082, 1.502)  0.60
C (-2.003, 1.064, 2.407)  -0.09
C (-0.159, -2.536, -1.404)  0.06
C (0.278, -1.412, -2.182)  0.44
C (-2.491, 1.155, 3.821)  -1.50
H (-3.589, 1.212, 3.839)  0.27
H (-2.086, 2.049, 4.312)  0.45
H (-2.184, 0.258, 4.360)  0.38
C (-1.474, 3.521, 1.790)  -1.57
H (-1.842, 4.162, 0.991)  0.34
H (-0.420, 3.825, 1.942)  0.28
H (-2.001, 3.827, 2.711)  0.46
C (0.156, -3.963, -1.617)  -1.42
C (1.249, -1.444, -3.288)  -1.54
H (-0.700, -4.603, -1.293)  0.39
H (1.058, -4.218, -1.004)  0.24
H (0.378, -4.170, -2.686)  0.41
H (1.865, -0.529, -3.351)  0.33
H (0.753, -1.575, -4.267)  0.34
H (1.941, -2.296, -3.170)  0.37
H (-1.415, -2.574, 1.449)  0.51
H (-0.274, 1.621, -1.804)  0.49
C (-4.499, 1.992, -2.096)  -0.32
H (-4.974, 3.011, -1.992)  0.29
H (-4.612, 0.922, -2.309)  0.39
H (-3.429, 2.180, -2.383)  0.18
O (-3.072, -0.626, -0.467)  -0.85
H (-4.534, 0.305, -0.237)  0.47
H (-3.454, -1.468, -0.143)  0.21
C (2.962, 2.412, 0.032)  -0.74
N (3.274, 1.001, -0.014)  0.03
C (3.854, 0.571, -1.285)  -1.03
C (2.402, 0.153, 0.665)  0.47
O (1.333, 0.551, 1.108)  -0.53
N (2.848, -1.150, 0.789)  0.34
C (4.265, -1.425, 0.961)  -1.21
C (1.984, -2.098, 1.464)  -0.79
H (3.798, 2.960, -0.403)  0.30
H (2.847, 2.717, 1.094)  0.28
H (2.030, 2.658, -0.505)  0.22
H (4.737, 1.190, -1.484)  0.36
H (4.164, -0.483, -1.213)  0.39
H (3.153, 0.679, -2.129)  0.28
H (4.479, -1.691, 2.003)  0.31
H (4.566, -2.265, 0.328)  0.34
H (4.828, -0.530, 0.692)  0.47
H (1.024, -1.631, 1.700)  0.15
H (1.831, -2.979, 0.833)  0.13
H (2.445, -2.443, 2.400)  0.42

***

# 4
C14H32N8O7STi as an isolated structure at a distorted geometry, computed with ωB97M-V/def2-TZVPD.

Properties
**Net charge**: +2
**Electronic energy**: -75231.3643 eV
**Energy relative to the best compared isomer or geometry (same formula, charge and spin)**: 33.82 kcal per mole
**Frontier orbital gap**: 0.2963 Eh
**Lowest unoccupied orbital energy**: -6.463 eV
**Multiplicity**: 1

Last column: Mulliken charge in e.
Element x y z (Å)
Ti (-0.338, 0.356, -1.002)  0.04
O (2.562, 1.625, 0.793)  -0.55
S (1.206, 1.214, 1.005)  1.12
O (0.594, 1.284, 2.290)  -0.61
O (0.953, -0.170, 0.423)  -0.63
O (0.135, 1.880, 0.073)  -0.42
N (-1.046, -1.397, -0.149)  -0.37
C (-1.772, -0.931, 1.088)  0.77
C (-2.496, -1.878, 1.973)  -0.85
C (-2.101, -1.882, 3.448)  -0.70
C (-3.214, -1.361, 4.493)  -0.85
N (-3.348, 0.101, 4.351)  0.07
C (-3.278, 1.003, 5.334)  0.86
N (-3.345, 0.570, 6.588)  -0.36
N (-3.130, 2.332, 5.061)  -0.35
C (-2.566, 0.343, 0.688)  0.48
O (-3.516, 0.829, 1.292)  -0.73
O (-2.127, 0.872, -0.478)  -0.28
H (-1.624, -1.996, -0.749)  0.41
H (-0.261, -2.014, 0.129)  0.35
H (-0.940, -0.467, 1.713)  -0.31
H (-2.449, -2.876, 1.543)  0.45
H (-3.580, -1.608, 1.952)  0.37
H (-1.169, -1.207, 3.700)  0.29
H (-1.835, -2.871, 3.742)  0.43
H (-2.785, -1.577, 5.470)  0.57
H (-4.215, -1.883, 4.359)  0.22
H (-3.431, 0.484, 3.422)  0.06
H (-3.790, -0.293, 6.806)  0.22
H (-3.219, 1.118, 7.358)  0.19
H (-3.142, 2.606, 4.064)  0.19
H (-3.032, 3.007, 5.765)  0.19
N (-0.588, 2.171, -2.348)  -0.16
C (-0.401, 2.199, -3.772)  -0.58
C (-1.303, 1.210, -4.518)  -0.85
C (-0.986, -0.241, -4.265)  -0.64
N (-1.283, -0.569, -2.844)  -0.31
H (-1.546, 2.372, -2.081)  0.34
H (0.003, 2.760, -1.816)  0.35
H (0.669, 2.150, -4.030)  0.31
H (-0.639, 3.202, -4.153)  0.43
H (-1.309, 1.475, -5.527)  0.41
H (-2.284, 1.351, -4.073)  0.35
H (0.086, -0.457, -4.500)  0.31
H (-1.564, -0.856, -4.868)  0.50
H (-1.438, -1.598, -2.626)  0.32
H (-2.220, -0.181, -2.719)  0.26
N (1.472, 0.303, -2.180)  -0.10
C (2.602, 0.064, -2.136)  0.35
N (3.849, -0.322, -2.080)  0.16
C (4.311, -1.538, -2.927)  -0.40
C (5.567, -2.079, -2.325)  -0.57
O (6.474, -1.039, -2.199)  -0.35
C (6.132, -0.088, -1.275)  -0.86
C (4.838, 0.647, -1.558)  -0.17
H (4.569, -1.292, -3.962)  0.26
H (3.434, -2.153, -2.872)  0.39
H (6.085, -2.741, -3.038)  0.32
H (5.419, -2.564, -1.355)  0.33
H (6.886, 0.682, -1.269)  0.38
H (6.027, -0.513, -0.300)  0.41
H (4.888, 1.413, -2.368)  0.35
H (4.545, 1.025, -0.559)  0.22